Entry 1:
# C3H12NO3

A structure of composition C3H12NO3 at a distorted geometry (the ωB97M-V functional and the def2-TZVPD basis, the Open Molecules 2025 dataset).

Geometry as XYZ:
```
19
Properties=species:S:1:pos:R:3:forces:R:3
C 1.8600 -0.7771 0.4620 -2.30 -2.94 -0.24
N 0.4458 -0.8520 0.9647 0.62 2.48 -0.28
C -0.5534 -1.0206 -0.0801 -2.08 -0.90 2.07
C -1.9212 -0.6034 0.6524 1.53 0.73 -0.81
O -1.7898 0.7274 1.0059 0.23 0.44 0.53
H 2.1559 -0.0192 -0.2053 0.18 1.80 -0.18
H 1.9855 -1.6827 -0.2244 0.19 0.52 1.33
H 2.3388 -0.8603 1.4064 1.65 -0.01 0.22
H 0.2268 0.0965 1.4836 0.32 -2.36 -1.54
H -0.7338 -2.0737 -0.3204 0.63 -0.36 0.02
H -0.4228 -0.5254 -1.0474 -0.09 0.52 0.33
H -2.1787 -1.2517 1.5564 0.58 0.44 -1.08
H -2.6858 -0.7054 -0.1069 -0.75 -0.38 -0.28
H -0.5419 2.9106 -0.0675 -0.53 2.24 0.76
H -0.9793 1.3113 0.3486 -0.86 0.01 -0.15
O -0.3045 2.0880 -0.4040 0.49 -2.18 -0.29
H 1.0060 0.3379 -1.7744 -0.27 -1.40 0.19
H 0.7734 1.7572 -1.5132 0.42 -0.49 -0.60
O 1.3190 1.1425 -2.1362 0.04 1.85 -0.02
```
Positions in Å, forces in eV/Å.

## Properties
* total charge: -1
* LUMO level: 4.195 eV
* ΔE to the lowest compared entry with this formula, charge and spin: 152.97 kJ/mol
* gap between HOMO and LUMO: 8.6766 eV

Entry 2:
# C13H20BrN3O3Pd

A structure of composition C13H20BrN3O3Pd (the ωB97M-V functional and the def2-TZVPD basis, the Open Molecules 2025 dataset).

Geometry as XYZ:
```
41
Properties=species:S:1:pos:R:3:forces:R:3
Pd -0.0381 1.0535 -0.5024 0.41 -0.41 0.73
C -4.0500 -2.1622 0.5027 -0.01 -0.01 0.00
N -3.2740 -1.0210 1.0045 0.03 0.02 0.01
C -3.6327 -0.3892 2.2848 -0.01 -0.02 0.01
C -2.2666 -0.5134 0.3345 -0.03 -0.05 0.07
O -1.6169 0.4727 0.7833 -0.20 0.28 -0.39
C -1.9380 -1.0997 -1.0326 -0.04 -0.02 -0.22
O -0.6637 -0.6048 -1.4985 0.07 0.25 0.23
C 0.3814 -1.5080 -1.9211 -0.13 0.00 -0.18
C 1.7197 -1.0885 -1.3133 0.06 -0.07 0.00
O 1.8228 0.0212 -0.7216 -0.13 0.24 -0.32
N 2.7488 -1.8915 -1.4628 0.01 0.05 0.00
C 2.7201 -3.1624 -2.1882 -0.02 -0.01 0.00
C 4.0700 -1.5192 -0.9436 -0.01 0.01 0.00
H -4.8934 -2.3204 1.1657 0.00 0.01 0.00
H -3.4506 -3.0725 0.4959 0.00 -0.01 0.00
H -4.4450 -1.9625 -0.4930 0.01 -0.01 -0.01
H -4.4612 -0.9370 2.7196 0.00 0.00 0.00
H -3.9252 0.6458 2.1186 0.01 0.00 0.01
H -2.7836 -0.4143 2.9640 0.00 0.01 0.00
H -2.6949 -0.7427 -1.7362 0.01 -0.08 -0.04
H -1.9402 -2.1882 -1.0558 0.03 0.00 0.13
H 0.4566 -1.4207 -3.0073 -0.04 -0.08 -0.01
H 0.0960 -2.5274 -1.6677 0.06 0.02 0.11
H 1.7686 -3.3349 -2.6795 0.00 0.00 0.00
H 2.9238 -3.9817 -1.5000 0.00 0.00 0.00
H 3.4944 -3.1442 -2.9536 0.01 0.00 0.01
H 3.9946 -0.6190 -0.3468 0.00 0.00 0.00
H 4.7482 -1.3515 -1.7794 0.00 0.00 0.00
H 4.4485 -2.3381 -0.3344 0.00 0.00 0.00
Br -0.6426 6.4848 0.7748 0.02 -0.03 0.00
C 0.2866 4.8891 1.0614 0.02 -0.01 0.02
C 1.3386 4.8099 1.9671 -0.03 0.02 -0.01
C 1.9915 3.6010 2.1391 0.02 -0.04 0.00
C 1.5877 2.4999 1.4101 0.05 -0.04 -0.03
N 0.5754 2.5977 0.5436 -0.19 -0.08 -0.14
C -0.0764 3.7537 0.3621 0.00 0.01 0.01
H 1.6372 5.6850 2.5283 0.00 0.00 0.00
H 2.8125 3.5066 2.8350 0.00 0.00 0.00
H 2.0616 1.5317 1.4931 0.01 0.02 0.02
H -0.8915 3.7624 -0.3506 -0.01 0.01 0.01
```
Positions in Å, forces in eV/Å.

## Properties
* total charge: +2
* LUMO level: -7.831 eV
* gap between HOMO and LUMO: 7.2968 eV

Entry 3:
# C10H19N

A cluster of 2 separate species, C10H19N in total at a distorted geometry (the ωB97M-V functional and the def2-TZVPD basis, the Open Molecules 2025 dataset).

Geometry as XYZ:
```
30
Properties=species:S:1:pos:R:3:forces:R:3
C -0.4150 -0.4969 2.2503 0.27 1.72 2.51
C -0.1484 0.7457 1.4591 -0.34 1.15 0.98
C -1.0873 1.4678 0.8345 0.12 0.19 0.66
C -0.8560 2.6908 0.0524 -0.03 0.00 -0.02
C 0.5568 3.2022 -0.0796 0.09 0.05 0.07
C -1.8845 3.3248 -0.5216 0.14 0.03 -0.08
C 2.0940 -3.2593 -1.8018 0.07 -0.14 0.05
C 1.0066 -3.1145 -0.7406 -0.09 -0.11 0.12
C 0.1485 -1.8947 -0.9663 0.02 -0.51 -0.99
C 0.5188 -0.5744 -0.4239 0.28 -0.92 -0.75
H -0.0957 -0.3761 3.2894 -0.09 0.46 0.25
H -1.4695 -0.7304 2.2603 -0.21 -0.19 0.03
H 0.1251 -1.3139 1.8620 0.53 -0.59 0.49
H 0.9000 1.0637 1.4010 -0.49 0.08 0.17
H -2.1273 1.1378 0.8907 0.13 0.03 0.02
H 0.5893 4.1169 -0.6811 -0.03 -0.19 0.11
H 1.2041 2.4534 -0.5578 -0.10 0.16 0.11
H 0.9900 3.4239 0.9078 -0.12 -0.08 -0.25
H -2.8996 2.9529 -0.4246 0.08 0.02 0.01
H -1.7404 4.2313 -1.1052 -0.02 -0.15 0.11
H 1.6583 -3.3510 -2.8021 0.05 0.04 0.10
H 2.7087 -4.1507 -1.6257 -0.13 0.18 -0.03
H 2.7564 -2.3891 -1.7980 -0.05 -0.05 -0.04
H 0.3671 -4.0083 -0.7263 0.11 0.14 -0.01
H 1.4492 -3.0377 0.2614 -0.02 -0.02 -0.14
H -0.3870 -1.8832 -1.9200 0.18 -0.02 0.07
H 0.2677 0.3082 -0.9904 0.01 -0.04 -0.09
H 1.4122 -0.4888 0.1891 0.03 -0.14 -0.18
H -1.4562 -0.9801 -0.0654 0.00 0.01 -0.14
N -0.5504 -1.3611 0.1800 -0.38 -1.11 -3.11
```
Positions in Å, forces in eV/Å.

## Properties
* LUMO level: 0.943 eV
* ΔE to the lowest compared entry with this formula, charge and spin: 317.99 kJ/mol
* gap between HOMO and LUMO: 8.9058 eV

Entry 4:
# C3H10N2O

A cluster of 2 separate species, C3H10N2O in total at a distorted geometry (the ωB97M-V functional and the def2-TZVPD basis, the Open Molecules 2025 dataset).

Geometry as XYZ:
```
16
Properties=species:S:1:pos:R:3:forces:R:3
C -1.6913 -0.1268 -2.0441 0.18 0.33 0.70
C -1.9460 1.0489 -1.3616 -0.33 0.28 0.33
O -2.2538 2.2558 -2.1291 0.33 0.05 1.09
H -0.8171 -0.7324 -1.8688 0.37 -0.57 0.37
H -2.2651 -0.3788 -2.8978 -0.33 -0.18 -1.08
H -1.8590 1.1678 -0.2513 0.23 0.38 -1.03
H -1.6516 2.9576 -1.7930 -0.35 -0.33 -0.26
N 2.8307 -1.3821 2.3181 0.93 3.59 1.53
C 1.4984 -1.4619 1.6862 1.49 -3.75 0.89
N 1.1305 -0.2569 1.0952 0.04 2.19 -0.12
H 2.8540 -0.2689 2.3093 0.76 -2.78 0.31
H 2.8639 -1.5787 3.3838 -0.59 0.17 -2.43
H 1.4978 -2.2744 0.9217 0.26 0.05 0.54
H 0.8762 -1.8434 2.5356 -0.69 0.91 -1.13
H 1.4508 0.0408 0.1563 0.37 -1.05 0.84
H 0.1856 -0.4241 0.9605 -2.67 0.71 -0.55
```
Positions in Å, forces in eV/Å.

## Properties
* spin multiplicity: 2
* total charge: -1
* LUMO level (spin up / spin down): 3.529 / 3.519 eV
* ΔE to the lowest compared entry with this formula, charge and spin: 303.69 kJ/mol
* gap between HOMO and LUMO (spin up / spin down): 2.9398 / 5.6815 eV

Entry 5:
# C5H4O2

The molecule C5H4O2 at a distorted geometry (the ωB97M-V functional and the def2-TZVPD basis, the Open Molecules 2025 dataset).

Geometry as XYZ:
```
11
Properties=species:S:1:pos:R:3:forces:R:3
C 0.4721 -0.0422 0.2677 1.69 0.77 2.04
C -0.7070 0.6045 -1.4032 -1.21 1.02 -0.06
C -0.8186 0.6018 -0.0550 1.22 0.15 -1.81
C 0.2849 -0.9262 1.5036 -2.20 -0.53 -1.00
C 0.5841 -0.0853 -1.3898 1.74 -0.36 -0.17
O 1.4275 -0.3982 -2.1906 -1.18 0.17 1.24
O -0.7918 -0.8376 2.0811 1.59 -0.41 -0.09
H 1.2600 0.6499 0.8633 -1.24 -0.67 -1.97
H -1.2986 1.1268 -2.1998 0.65 -0.95 0.78
H -1.4767 0.9101 0.6814 -1.50 0.85 0.80
H 1.0643 -1.6035 1.8414 0.44 -0.04 0.24
```
Positions in Å, forces in eV/Å.

## Properties
* LUMO level: 0.177 eV
* ΔE to the lowest compared entry with this formula, charge and spin: 245.53 kJ/mol
* gap between HOMO and LUMO: 10.1004 eV

Entry 6:
# C23H20Br45O4

A structure of composition C23H20Br45O4 at a distorted geometry (the ωB97M-V functional and the def2-TZVPD basis, the Open Molecules 2025 dataset).

Geometry as XYZ:
```
92
Properties=species:S:1:pos:R:3:forces:R:3
C 1.6422 0.6281 -4.7658 -0.21 1.01 -0.03
C 0.0999 0.6821 -4.8311 -0.33 -0.13 0.05
C -0.7350 -0.1677 -4.1893 -0.45 0.89 -0.54
C -2.2645 0.0901 -4.3564 0.63 1.09 0.96
O -3.0824 -0.8200 -4.4689 1.40 0.31 2.43
C -2.6806 1.5861 -4.3764 1.01 -0.52 -0.24
C -1.8732 2.4464 -5.0340 0.73 -0.80 -0.28
C -2.1139 3.9827 -5.1182 -1.10 2.68 2.08
O -1.8899 4.6703 -6.1146 0.58 -1.45 -1.06
O -2.5438 4.5159 -4.0255 0.44 -2.10 -0.70
C -0.6029 1.7953 -5.7063 -0.94 -0.13 1.43
O -0.2222 2.0747 -6.8025 0.43 -0.02 -0.13
H 2.0102 1.6564 -5.0144 -0.19 -0.86 0.09
H 1.9997 0.4326 -3.7227 -0.41 -0.17 -0.90
H 2.1113 -0.0641 -5.4983 -0.48 0.30 0.54
H -0.3498 -0.9954 -3.5617 -0.54 0.40 -0.53
H -3.5837 1.9535 -3.8540 0.46 -0.50 -0.47
C 0.7218 4.8447 -1.8319 -0.34 0.11 -0.14
Br 0.3785 3.2574 -2.8750 0.22 0.20 0.41
Br 2.6063 5.0460 -1.4149 -0.05 -0.05 0.00
Br 0.0055 6.4249 -2.6726 0.15 -0.29 0.09
H 0.1991 4.7198 -0.8896 0.13 -0.02 -0.08
C -6.1161 -2.7906 -3.3978 0.09 0.11 -0.10
Br -5.9700 -2.4903 -1.4932 -0.02 -0.06 -0.19
Br -5.1632 -4.3778 -3.9506 -0.13 0.17 0.07
Br -7.9628 -2.8256 -3.9692 0.20 -0.04 0.08
H -5.6441 -1.9489 -3.8959 0.00 -0.10 0.07
C 3.0818 2.6516 2.0173 -0.03 0.05 -0.29
Br 3.2254 2.9532 3.9244 -0.09 -0.07 -0.17
Br 4.0872 1.1023 1.4576 -0.31 0.22 -0.05
Br 1.2415 2.5465 1.4368 0.31 -0.01 0.13
H 3.5256 3.5134 1.5298 -0.08 -0.09 0.05
C 7.3848 -1.1994 2.6766 0.04 -0.09 0.08
Br 6.3733 -2.7220 2.0440 0.03 0.35 -0.01
Br 8.1563 -0.1963 1.2138 -0.14 -0.09 0.14
Br 6.3335 -0.0763 3.8449 0.25 -0.24 0.11
H 8.2086 -1.5856 3.2662 -0.09 0.04 -0.09
C -4.3763 -0.5965 -8.3920 0.25 0.06 0.05
Br -3.4890 0.6751 -9.5525 -0.13 -0.12 0.09
Br -3.7468 -0.4678 -6.5584 -1.34 -0.28 -2.84
Br -6.3080 -0.4477 -8.5035 0.17 -0.04 -0.02
H -4.1124 -1.5893 -8.7483 -0.14 0.21 -0.02
C -2.3611 3.5331 2.7349 0.03 0.10 -0.10
Br -2.1658 3.0317 0.8774 -0.11 0.03 0.19
Br -4.2095 3.8677 3.1938 0.22 -0.12 -0.05
Br -1.5584 2.2309 3.9207 -0.16 0.09 -0.09
H -1.8238 4.4650 2.8730 -0.05 -0.12 0.00
C -4.5446 -0.1628 3.4604 0.10 0.07 -0.08
Br -4.3722 -0.6781 1.6074 -0.05 0.06 0.25
Br -6.3651 0.3016 3.9134 0.10 -0.27 -0.19
Br -3.8303 -1.5087 4.6530 -0.09 0.18 -0.15
H -3.9467 0.7332 3.5959 -0.08 -0.11 0.02
C 1.9487 -1.2205 4.4261 0.07 0.00 -0.07
Br 2.4854 -2.9217 3.6812 -0.05 0.11 0.22
Br 0.0305 -1.0605 4.5633 0.12 -0.11 0.00
Br 2.8274 -0.8689 6.1103 -0.44 -0.49 -0.43
H 2.2738 -0.4515 3.7313 0.03 -0.10 0.08
C 6.7339 -6.7188 3.2078 -0.03 0.07 -0.03
Br 6.7789 -8.5967 3.6666 0.02 0.22 -0.04
Br 5.4728 -5.7414 4.2978 0.13 -0.14 -0.10
Br 8.4950 -5.9254 3.2634 -0.16 -0.11 0.04
H 6.3874 -6.6509 2.1824 0.06 -0.02 0.12
C 2.7433 -3.5593 -0.7987 -0.12 0.11 -0.05
Br 3.8488 -4.7543 0.2491 -0.10 0.07 -0.06
Br 2.3652 -1.9238 0.1505 0.10 -0.12 -0.29
Br 3.5049 -3.2191 -2.5422 -0.05 -0.03 0.24
H 1.7960 -4.0617 -0.9588 0.14 0.02 0.03
C -6.0392 4.4426 7.1195 -0.12 -0.01 0.05
Br -6.4749 2.8921 6.0501 0.16 0.29 0.20
Br -4.1584 4.5010 7.5633 -0.20 -0.02 -0.11
Br -6.6304 6.0789 6.2780 0.24 -0.14 0.13
H -6.5833 4.3502 8.0526 0.08 0.04 -0.11
C 11.6285 -6.9981 0.2391 -0.02 0.02 -0.04
Br 10.2071 -8.3016 0.3562 0.14 0.15 0.01
Br 10.9502 -5.2358 -0.1737 0.05 -0.21 0.10
Br 12.7251 -6.9904 1.8315 -0.16 0.01 -0.15
H 12.2663 -7.2953 -0.5853 -0.08 0.04 0.11
C 5.1559 1.2799 8.6759 0.03 0.14 0.01
Br 7.0378 0.8720 8.5073 -0.24 0.01 -0.01
Br 4.3839 1.8050 6.9841 0.50 0.35 0.44
Br 4.1755 -0.1760 9.4881 0.11 0.13 -0.13
H 5.0729 2.1305 9.3427 0.01 -0.13 -0.06
C -2.2471 -4.6936 -9.0171 0.06 -0.06 0.02
Br -1.3591 -3.4256 -10.1744 -0.17 -0.09 0.19
Br -1.6180 -4.5644 -7.1924 -0.15 0.06 -0.25
Br -4.1735 -4.5431 -9.1283 0.24 0.04 0.05
H -1.9871 -5.6840 -9.3724 -0.05 0.13 0.04
C -10.6246 6.5998 4.9981 0.06 -0.04 -0.06
Br -10.4952 6.9014 6.9041 -0.05 -0.05 -0.20
Br -9.6992 4.9913 4.4613 -0.24 0.15 0.05
Br -12.4616 6.6059 4.3952 0.20 -0.02 0.10
H -10.1276 7.4307 4.5104 -0.07 -0.10 0.07
```
Positions in Å, forces in eV/Å.

## Properties
* total charge: -1
* LUMO level: 0.692 eV
* gap between HOMO and LUMO: 5.5976 eV